1.
{"formula": "C21H27N5O", "method": "ωB97M-V/def2-TZVPD", "e_above_lowest_kcal_mol": 390.3, "fmax_ha_per_bohr": 0.3345, "e_lumo_ev": 0.7, "homo_lumo_gap_ev": 8.2458, "total_energy_ev": -31697.2479, "homo_energy_ev": -7.519, "smiles": "COc1ccccc1-c1c(C)nn2c(NCCN3CCCC3)cc(C)nc12", "elements": ["C", "O", "C", "C", "C", "C", "C", "C", "C", "C", "C", "N", "N", "C", "N", "C", "C", "N", "C", "C", "C", "C", "C", "C", "C", "N", "C", "H", "H", "H", "H", "H", "H", "H", "H", "H", "H", "H", "H", "H", "H", "H", "H", "H", "H", "H", "H", "H", "H", "H", "H", "H", "H", "H"], "coordinates": [[-1.5139, -4.8568, -0.6158], [-1.5532, -3.5122, -0.0086], [-1.9313, -3.2279, 1.4036], [-2.1304, -4.3907, 2.1101], [-2.2534, -4.2117, 3.4845], [-2.4106, -2.9344, 3.9366], [-1.9976, -1.8649, 3.1189], [-1.7273, -2.0967, 1.8777], [-1.3368, -1.0195, 0.8226], [-1.7437, -0.5352, -0.3753], [-2.8217, -1.1935, -0.9026], [-1.2656, 0.6213, -0.6505], [-0.1693, 0.7999, 0.3539], [0.5797, 2.0265, 0.3403], [0.3357, 2.9295, -0.5339], [1.1758, 3.7076, -1.1557], [2.5146, 2.9983, -1.9359], [1.7690, 2.4670, -3.0674], [2.7183, 1.1627, -3.6191], [3.6852, 1.6437, -4.5183], [3.0261, 2.9743, -4.9613], [1.8860, 3.2302, -4.2320], [1.1767, 2.2269, 1.4221], [1.2330, 1.0947, 2.3947], [2.0666, 1.2381, 3.7759], [0.3584, 0.2840, 2.5747], [-0.4486, 0.0915, 1.2284], [-2.6511, -5.2859, -0.5517], [-1.3593, -4.7801, -1.6709], [-0.8121, -5.5332, -0.0425], [-2.5160, -5.5455, 1.7008], [-2.8344, -5.1059, 3.9963], [-2.5520, -2.8714, 5.0040], [-1.7212, -0.9265, 3.4807], [-2.2972, -2.0076, -1.7167], [-3.6465, -1.3953, -0.3976], [-3.2567, -0.2586, -1.6223], [-0.1759, 2.4979, -1.4126], [1.6930, 4.1528, -0.3895], [0.6743, 4.6176, -1.7710], [2.8673, 2.4089, -1.1392], [3.2365, 3.8332, -2.1354], [1.7620, 0.6926, -4.0612], [2.9256, 0.5826, -2.6635], [4.7387, 1.8467, -3.9200], [3.6489, 1.0440, -5.3732], [2.9438, 3.0727, -5.9067], [3.6664, 3.7822, -4.9151], [0.9683, 2.8057, -4.7763], [1.4718, 4.2145, -4.0593], [1.9371, 3.0460, 1.3890], [1.9573, 2.2117, 4.3068], [1.9760, 0.4328, 4.5030], [3.0564, 1.2982, 3.2473]]}

2.
{"formula": "C21H27NO2P2Pm", "method": "ωB97M-V/def2-TZVPD", "e_above_lowest_kcal_mol": 64.1, "multiplicity": 5, "s2": 6.0800, "fmax_ha_per_bohr": 0.0976, "e_lumo_ev": [-4.3, -4.2], "homo_lumo_gap_ev": [4.2898, 4.8552], "total_energy_ev": -62925.3093, "total_charge": 1, "homo_energy_ev": [-8.617, -9.092], "elements": ["C", "C", "C", "C", "C", "C", "C", "C", "C", "C", "C", "C", "C", "H", "H", "H", "H", "H", "H", "H", "N", "Pm", "C", "H", "H", "C", "H", "H", "P", "P", "C", "H", "H", "H", "C", "H", "H", "H", "C", "H", "H", "H", "C", "H", "H", "H", "C", "O", "H", "C", "O", "H", "H", "H"], "coordinates": [[-1.5453, 3.3445, -1.9961], [-1.3192, 2.0594, -1.5413], [-0.0067, 1.5255, -1.6008], [1.0634, 2.2964, -2.1178], [0.7895, 3.6215, -2.5511], [-0.4791, 4.1455, -2.4389], [2.3140, 1.6833, -2.2297], [2.4596, 0.3054, -2.0866], [1.3515, -0.4198, -1.5634], [1.4087, -1.8460, -1.4796], [2.5815, -2.4923, -1.8359], [3.7051, -1.7637, -2.2678], [3.6300, -0.4046, -2.4530], [-2.5458, 3.7557, -1.9552], [1.6230, 4.2101, -2.9442], [-0.6886, 5.1685, -2.7226], [3.1558, 2.2646, -2.5866], [2.6270, -3.5770, -1.7520], [4.6116, -2.3163, -2.4815], [4.4706, 0.1621, -2.8460], [0.2449, 0.2628, -1.0788], [0.2870, 0.3746, 1.2918], [-2.4560, 1.1982, -0.9787], [-2.4745, 0.1802, -1.4313], [-3.4142, 1.7126, -1.1666], [0.1803, -2.6230, -0.9684], [-0.7550, -2.2854, -1.4966], [0.3819, -3.7131, -1.1285], [-2.3631, 1.0481, 0.8192], [-0.0084, -2.4208, 0.8496], [1.3115, -3.5220, 1.3927], [1.2562, -3.6034, 2.4809], [1.1733, -4.5085, 0.9391], [2.2916, -3.1237, 1.1144], [-1.5277, -3.4145, 1.0708], [-1.3511, -4.4415, 0.7083], [-1.7575, -3.4253, 2.1460], [-2.3625, -2.9488, 0.5200], [-2.6592, 2.7690, 1.3207], [-3.6367, 3.0838, 0.9487], [-2.6346, 2.8243, 2.4164], [-1.8834, 3.4402, 0.9293], [-3.9188, 0.1751, 1.1589], [-4.0129, 0.0421, 2.2457], [-4.7434, 0.7798, 0.7579], [-3.8830, -0.8113, 0.6693], [3.0838, 0.0509, 1.6642], [4.0032, -0.5075, 2.1596], [2.6133, 1.1319, 1.2476], [-0.0421, 0.1045, 4.6341], [0.2453, 0.2480, 3.2848], [-1.0123, 0.5938, 4.8053], [0.7427, 0.5738, 5.2377], [-0.1252, -0.9677, 4.8861]]}

3.
{"formula": "C21H28BN7O3PdS", "method": "ωB97M-V/def2-TZVPD", "e_above_lowest_kcal_mol": 12.3, "fmax_ha_per_bohr": 0.0139, "e_lumo_ev": [-2.1, -2.1], "homo_lumo_gap_ev": [5.6107, 5.6185], "total_energy_ev": -53797.7305, "homo_energy_ev": [-7.711, -7.711], "elements": ["Pd", "C", "C", "C", "C", "C", "N", "N", "B", "N", "N", "C", "C", "C", "C", "C", "N", "N", "C", "C", "C", "C", "C", "H", "H", "H", "H", "H", "H", "H", "H", "H", "H", "H", "H", "H", "H", "H", "H", "H", "H", "H", "H", "H", "H", "N", "C", "C", "C", "C", "C", "C", "S", "O", "O", "O", "H", "H", "H", "H", "H", "H"], "coordinates": [[-0.0258, 0.2554, -0.1919], [2.8980, -1.0606, -2.1178], [2.4261, -1.8036, -0.9156], [2.9594, -2.9510, -0.3270], [2.1405, -3.2251, 0.7545], [2.2346, -4.3338, 1.7435], [1.1769, -2.2821, 0.7953], [1.3578, -1.4194, -0.2311], [-0.0088, -2.1266, 1.7971], [-1.3275, -2.0598, 0.9780], [-1.4816, -1.0593, 0.0914], [-2.6459, -1.2019, -0.5321], [-3.0994, -0.2447, -1.5780], [-3.2720, -2.3433, -0.0271], [-2.4052, -2.8622, 0.9216], [-2.5535, -4.0672, 1.7817], [0.0749, -0.8365, 2.6337], [-0.0229, 0.4005, 2.0643], [0.0022, 1.2936, 3.0514], [-0.1468, 2.7608, 2.8640], [0.1686, 0.6299, 4.2737], [0.2037, -0.7124, 3.9708], [0.3351, -1.8785, 4.8881], [3.4396, -1.7266, -2.7866], [2.0555, -0.6468, -2.6758], [3.5782, -0.2486, -1.8524], [3.8216, -3.5092, -0.6444], [3.1019, -4.9507, 1.5180], [2.3405, -3.9522, 2.7580], [1.3476, -4.9655, 1.7171], [-0.0297, -3.0698, 2.5179], [-2.3760, 0.5647, -1.7138], [-3.2260, -0.7469, -2.5371], [-4.0525, 0.2067, -1.3042], [-4.2320, -2.7364, -0.3085], [-3.5201, -4.5308, 1.5979], [-1.7750, -4.8000, 1.5711], [-2.4907, -3.8069, 2.8375], [-0.5157, 3.0096, 1.8711], [-0.8530, 3.1643, 3.5887], [0.8027, 3.2740, 3.0190], [0.2209, 1.0755, 5.2511], [0.4065, -1.5234, 5.9141], [-0.5246, -2.5436, 4.8158], [1.2281, -2.4632, 4.6680], [1.3987, 1.6876, -0.5839], [0.8470, 2.9999, -0.3704], [1.5534, 3.9794, 0.3067], [0.9169, 5.1743, 0.5901], [-0.3966, 5.3859, 0.1979], [-1.0738, 4.4177, -0.5251], [-0.4498, 3.2151, -0.8165], [-1.2412, 6.9024, 0.7019], [-0.2443, 7.9292, 0.4745], [-2.4025, 6.9481, -0.1648], [-1.5241, 6.6199, 2.0984], [1.6536, 1.5729, -1.5654], [2.2464, 1.5416, -0.0411], [2.5676, 3.7968, 0.6415], [1.4261, 5.9604, 1.1312], [-2.0860, 4.6268, -0.8408], [-0.9788, 2.4414, -1.3755]]}

4.
{"formula": "C21H28Br2NiOS4", "method": "ωB97M-V/def2-TZVPD", "multiplicity": 3, "s2": 2.0072, "fmax_ha_per_bohr": 0.0107, "e_lumo_ev": [-5.5, -6.6], "homo_lumo_gap_ev": [8.6912, 7.5515], "total_energy_ev": -248735.1314, "total_charge": 2, "homo_energy_ev": [-14.145, -14.143], "elements": ["Ni", "C", "C", "S", "C", "C", "S", "C", "C", "S", "H", "H", "H", "H", "H", "H", "H", "H", "H", "H", "H", "H", "Br", "C", "Br", "H", "H", "O", "S", "C", "C", "C", "C", "C", "C", "C", "C", "C", "C", "C", "C", "C", "C", "H", "H", "H", "H", "H", "H", "H", "H", "H", "H", "H", "H", "H", "H"], "coordinates": [[0.4188, -0.7800, 0.0797], [-2.5329, -2.0377, -0.2549], [-2.8500, -0.8619, 0.6588], [-1.5803, 0.4352, 0.6248], [-1.2802, 0.7385, 2.3849], [-0.7815, -0.4574, 3.1851], [0.6888, -1.2302, 2.4477], [0.2756, -2.9913, 2.4700], [-0.9579, -3.3879, 1.6682], [-0.9002, -2.7896, -0.0464], [-3.2757, -2.8249, -0.1262], [-2.5645, -1.7350, -1.3025], [-3.7824, -0.4026, 0.3331], [-2.9874, -1.1765, 1.6916], [-0.5516, 1.5503, 2.3976], [-2.2012, 1.1269, 2.8195], [-0.5050, -0.1238, 4.1843], [-1.5487, -1.2205, 3.2993], [1.1714, -3.4785, 2.0824], [0.1657, -3.3004, 3.5091], [-1.0234, -4.4744, 1.6284], [-1.8758, -3.0240, 2.1262], [2.9007, -1.6948, -0.2471], [3.4878, 0.0308, 0.4112], [2.0320, 1.2972, 0.2962], [4.2822, 0.3844, -0.2331], [3.7833, -0.0741, 1.4463], [0.4440, -0.5186, -1.8650], [-0.3510, -0.0269, -3.0813], [-0.8334, -1.5083, -4.0105], [0.2874, -2.4099, -4.4390], [0.9833, -3.1958, -3.5245], [2.0251, -4.0083, -3.9491], [2.3830, -4.0411, -5.2900], [1.6888, -3.2680, -6.2076], [0.6458, -2.4559, -5.7825], [0.9100, 0.6274, -4.2046], [1.9344, 1.4471, -3.4657], [3.1854, 0.8996, -3.2134], [4.1839, 1.6749, -2.6321], [3.9243, 2.9907, -2.2753], [2.6654, 3.5333, -2.5019], [1.6768, 2.7654, -3.1034], [-1.3732, -1.0973, -4.8679], [-1.5604, -2.0070, -3.3651], [0.6886, -3.1935, -2.4811], [2.5502, -4.6329, -3.2367], [3.1916, -4.6793, -5.6209], [1.9517, -3.3013, -7.2566], [0.1021, -1.8581, -6.5061], [0.3493, 1.2238, -4.9275], [1.3611, -0.2255, -4.7099], [3.3965, -0.1184, -3.5240], [5.1789, 1.2635, -2.5026], [4.7089, 3.6037, -1.8498], [2.4670, 4.5667, -2.2483], [0.7116, 3.2085, -3.3266]]}